(1)
Here is a cluster of 2 separate species, C14H16NO6S in total from the OMol25 dataset. Energies are from ωB97M-V with the def2-TZVPD basis set.

Properties
total charge = -1
Kohn-Sham gap = 5.751 eV
LUMO energy = 2.06 eV
M = 326.3 g/mol

Positions of all 38 atoms, in Å:
C: 2.62252 -0.86926 0.08032
C: 2.82557 -0.45097 1.52594
C: 4.13860 -0.98348 2.10475
O: 2.83422 0.97099 1.65939
C: 1.63423 1.60054 1.42111
O: 1.59716 2.78345 1.18942
C: 0.42079 0.76616 1.54986
C: -0.80413 1.37090 1.47048
C: -2.08349 0.69853 1.40533
C: -2.30088 -0.49920 0.68250
C: -3.54137 -1.11491 0.70043
C: -4.58478 -0.55941 1.45134
C: -4.39246 0.64141 2.13871
C: -3.19223 1.32162 2.01753
C: 0.53331 -0.55897 2.19628
O: -0.41033 -1.16876 2.63262
O: 1.80152 -1.03856 2.35956
H: 1.66940 -0.50750 -0.31557
H: 3.43432 -0.46669 -0.53558
H: 2.64116 -1.96321 0.02013
H: 4.20809 -0.69884 3.16107
H: 4.15615 -2.07758 2.03280
H: 4.99890 -0.57279 1.56674
H: -0.77168 2.43161 1.27538
H: -1.48459 -0.93423 0.10401
H: -3.69887 -2.05055 0.16057
H: -5.55412 -1.05729 1.50584
H: -5.17149 1.04904 2.78200
H: -3.04609 2.30945 2.44936
C: -2.60490 1.07226 7.18690
S: -2.69954 0.98851 5.38295
N: -1.27721 0.39934 5.03366
O: -3.85111 0.12911 5.08403
O: -2.83983 2.37360 4.94615
H: -3.55841 1.40346 7.59710
H: -2.36204 0.09628 7.60446
H: -1.82752 1.78388 7.45480
H: -1.22918 -0.26400 4.24434

Atom charges from the Mulliken analysis, given in e for atoms 1 to 2: atom 1 (C): -1.387, atom 2 (C): 1.537

=====

(2)
Here is a cluster of 2 separate species, C14H16O in total from the OMol25 dataset. Energies are from ωB97M-V with the def2-TZVPD basis set.

Properties
SMILES string = Cc1ccc(O)cc1.Cc1ccccc1
total charge = 0
Kohn-Sham gap = 9.053 eV
LUMO energy = 0.90 eV
relative energy (zero: lowest compared OMol25 entry of this formula, charge and spin) = 71.13 kJ/mol
M = 200.3 g/mol

Positions of all 31 atoms, in Å:
C: -2.39928 -2.60955 -1.14208
C: -0.46228 -1.33571 -2.17702
C: -0.92417 -2.32280 -1.33467
C: 0.92073 -1.29099 -2.41882
C: -0.03464 -3.14379 -0.63708
C: 1.80519 -2.04945 -1.69992
C: 1.32899 -2.97010 -0.76780
H: -1.11606 -0.70390 -2.77319
H: 1.28898 -0.54437 -3.11367
H: -2.67763 -2.61984 -0.08071
H: -2.59092 -3.62077 -1.49368
H: -0.38352 -3.86845 0.10087
H: 2.87470 -1.92806 -1.83046
H: 2.03594 -3.63993 -0.29086
H: -3.03289 -1.85874 -1.60553
C: 0.83380 4.58654 1.21332
C: -0.32876 1.04896 0.21862
C: -0.01385 2.40518 0.20016
C: -0.14352 0.39722 1.44200
C: 0.44959 3.12618 1.27835
C: 0.15590 1.11553 2.60021
C: 0.48109 2.45596 2.50565
O: -0.56077 -0.88994 1.66934
H: -0.34518 0.39593 -0.64578
H: -0.09266 2.94091 -0.74906
H: -0.35050 -1.47790 0.93489
H: -0.24233 0.66334 3.49626
H: 1.69332 4.76209 1.85839
H: 0.02266 5.16181 1.66606
H: 0.79410 2.98289 3.39845
H: 1.01395 4.83177 0.17776

Atom charges from the Mulliken analysis, given in e for atoms 1 to 2: atom 1 (C): -1.629, atom 2 (C): -0.670

=====

(3)
Here is a cluster of 2 separate species, C14H16O in total from the OMol25 dataset. Energies are from ωB97M-V with the def2-TZVPD basis set.

Properties
SMILES string = Cc1ccc(O)cc1.Cc1ccccc1
total charge = 0
Kohn-Sham gap = 9.286 eV
LUMO energy = 0.78 eV
relative energy (zero: lowest compared OMol25 entry of this formula, charge and spin) = 240.30 kJ/mol
M = 200.3 g/mol

Positions of all 31 atoms, in Å:
C: 1.58865 0.80676 3.47588
C: 0.78582 -0.48821 2.93824
C: 0.01312 -1.13883 3.89221
C: 0.62861 -0.77060 1.57144
C: -0.86427 -2.13493 3.49071
C: -0.32964 -1.70724 1.25225
C: -1.15940 -2.34719 2.16543
H: 2.65462 0.45692 3.64334
H: 1.33896 1.15632 4.39443
H: 0.29296 -0.91760 4.97291
H: 1.26127 -0.27935 0.87313
H: -1.60890 -2.65988 4.10177
H: -0.50576 -1.92677 0.17689
H: -1.82834 -3.12572 1.92455
H: 1.58505 1.58997 2.72833
C: 0.91886 -1.25663 -3.12632
C: 0.81029 1.21707 -3.12606
C: 0.29071 0.01345 -2.77942
C: 0.10070 2.48493 -2.91721
C: -1.20425 2.40752 -2.39437
C: -0.96789 -0.07843 -2.13149
C: -1.75717 1.14588 -1.93815
O: -2.04647 3.44956 -2.13337
H: 1.80265 1.41979 -3.57743
H: 0.62889 3.31938 -2.87943
H: 0.21499 -2.03483 -3.49358
H: 1.43877 -1.67252 -2.11469
H: -1.42767 -0.98093 -1.75610
H: -1.50462 4.18334 -1.92268
H: -2.78303 1.08387 -1.33989
H: 1.63249 -1.21513 -3.97131

Atom charges from the Mulliken analysis, given in e for atoms 1 to 2: atom 1 (C): -1.405, atom 2 (C): 0.834

=====

(4)
Here is a cluster of 2 separate species, C14H16O in total from the OMol25 dataset. Energies are from ωB97M-V with the def2-TZVPD basis set.

Properties
SMILES string = Cc1ccc(O)cc1.Cc1ccccc1
total charge = 0
Kohn-Sham gap = 9.142 eV
LUMO energy = 0.86 eV
relative energy (zero: lowest compared OMol25 entry of this formula, charge and spin) = 146.44 kJ/mol
M = 200.3 g/mol

Positions of all 31 atoms, in Å:
C: 0.86238 1.76509 -2.28405
C: 0.68931 4.02290 0.84194
C: 0.52335 3.46350 -0.44709
C: 1.43515 3.31489 1.78285
C: 1.15325 2.28350 -0.86944
C: 2.17965 2.23282 1.31413
C: 1.97866 1.67324 0.08632
H: 0.16920 4.94694 0.95381
H: -0.15136 4.02346 -1.07895
H: 1.42053 3.58143 2.83212
H: 3.02381 1.88710 1.93598
H: 1.64820 2.09917 -2.94536
H: -0.01959 2.32993 -2.58020
H: 2.34354 0.69776 -0.20550
H: 0.65161 0.68513 -2.23013
C: -2.64525 -4.01700 -1.04031
C: -1.25761 -1.00445 0.97558
C: -2.18630 -1.86799 0.47162
C: 0.10059 -1.37285 0.95880
C: -1.78573 -3.03834 -0.24048
C: 0.56921 -2.43390 0.26441
C: -0.41334 -3.23398 -0.37874
O: 1.02805 -0.68131 1.68329
H: -1.45286 -0.10173 1.55892
H: -3.22483 -1.79203 0.80339
H: 0.72018 0.19806 1.94411
H: 1.50221 -2.98819 0.50145
H: -2.10119 -4.32337 -1.92099
H: -3.62426 -3.47162 -1.16443
H: -0.12208 -4.02307 -1.09346
H: -3.01446 -4.85511 -0.42958

Atom charges from the Mulliken analysis, given in e for atoms 1 to 2: atom 1 (C): -1.260, atom 2 (C): -0.551

=====

(5)
Here is a cluster of 2 separate species, C14H16O in total from the OMol25 dataset. Energies are from ωB97M-V with the def2-TZVPD basis set.

Properties
SMILES string = Cc1ccc(O)cc1.Cc1ccccc1
total charge = 0
Kohn-Sham gap = 9.021 eV
LUMO energy = 0.79 eV
relative energy (zero: lowest compared OMol25 entry of this formula, charge and spin) = 74.55 kJ/mol
M = 200.3 g/mol

Positions of all 31 atoms, in Å:
C: 1.27914 3.03037 -1.04553
C: 2.70828 2.63305 0.97304
C: 2.06835 2.14180 -0.15877
C: 3.30293 1.80123 1.91134
C: 3.48543 0.46008 1.69628
C: 2.29012 0.77086 -0.39666
C: 2.92119 -0.07276 0.51596
H: 2.67908 3.69125 1.20676
H: 3.72935 2.29352 2.77986
H: 0.32025 3.29323 -0.60458
H: 1.04672 2.64384 -2.04056
H: 3.77753 -0.28323 2.42636
H: 1.92566 0.36861 -1.33545
H: 3.16965 -1.06839 0.17349
H: 1.82522 3.95155 -1.27414
C: 0.16070 -2.45430 0.91751
C: -1.29875 -0.52086 0.16424
C: -1.04206 -1.89998 0.18350
C: -2.40182 0.03496 -0.45262
C: -3.36882 -0.83908 -1.03608
C: -1.98593 -2.71928 -0.41040
C: -3.03429 -2.17072 -1.14952
O: -4.59729 -0.39736 -1.39902
H: -0.49999 0.09989 0.56341
H: -2.64486 1.08784 -0.55622
H: 0.99394 -1.84911 0.53903
H: 0.40860 -3.49115 0.73594
H: -1.89830 -3.79715 -0.34296
H: -4.55233 0.54915 -1.40937
H: -3.74573 -2.81305 -1.65862
H: 0.06617 -2.18884 1.97031

Atom charges from the Mulliken analysis, given in e for atoms 1 to 2: atom 1 (C): -1.468, atom 2 (C): -0.450

=====

(6)
Here is a cluster of 2 separate species, C14H16O in total from the OMol25 dataset. Energies are from ωB97M-V with the def2-TZVPD basis set.

Properties
SMILES string = Cc1ccc(O)cc1.Cc1ccccc1
total charge = 0
Kohn-Sham gap = 9.083 eV
LUMO energy = 0.78 eV
relative energy (zero: lowest compared OMol25 entry of this formula, charge and spin) = 268.36 kJ/mol
M = 200.3 g/mol

Positions of all 31 atoms, in Å:
C: -1.37696 -0.16191 -2.98880
C: -1.52849 -0.83357 -0.53656
C: -2.00481 -0.08110 -1.61067
C: -2.43326 -0.75540 0.58458
C: -3.70352 -0.26614 0.58069
C: -3.07530 0.85788 -1.50632
C: -4.00961 0.70492 -0.48897
O: -4.58629 -0.64163 1.63249
H: -0.71313 -1.45317 -0.50361
H: -1.94107 -1.18190 1.48104
H: -0.32789 0.03989 -3.14862
H: -2.05964 0.41056 -3.69170
H: -3.43817 1.57774 -2.25227
H: -4.03804 -1.33243 2.15383
H: -4.98815 1.25069 -0.50586
H: -1.36325 -1.20456 -3.30870
C: 3.92333 -1.69209 1.05227
C: 1.77005 1.12803 -0.30564
C: 1.63338 1.99452 0.78024
C: 2.59430 -0.03138 -0.31438
C: 3.22428 -0.39376 0.90137
C: 2.32884 1.58944 1.94249
C: 3.12658 0.44740 2.03947
H: 1.31520 1.44955 -1.21130
H: 0.87370 2.84548 0.92519
H: 2.89941 -0.60969 -1.17722
H: 1.95071 2.21026 2.83335
H: 3.60166 -2.47666 0.34667
H: 3.90579 -1.97450 2.26966
H: 3.45450 0.06747 3.03820
H: 4.98584 -1.48391 0.98908

Atom charges from the Mulliken analysis, given in e for atoms 1 to 2: atom 1 (C): -1.242, atom 2 (C): -0.991

=====

(7)
Here is a cluster of 2 separate species, C14H16O2 in total from the OMol25 dataset. Energies are from ωB97M-V with the def2-TZVPD basis set.

Properties
SMILES string = Cc1ccc(O)cc1.Cc1ccc(O)cc1
total charge = 0
Kohn-Sham gap = 9.101 eV
LUMO energy = 0.80 eV
relative energy (zero: lowest compared OMol25 entry of this formula, charge and spin) = 86.77 kJ/mol
M = 216.3 g/mol

Positions of all 32 atoms, in Å:
C: -2.58390 -2.39103 4.66229
C: -2.03052 0.36857 2.13016
C: -2.25621 -0.87968 2.69231
C: -1.55418 1.38603 2.94014
C: -2.20533 -1.07092 4.07172
C: -1.60521 1.23945 4.33154
C: -2.02788 0.04774 4.87582
O: -1.38896 2.62121 2.35261
H: -2.16829 0.51481 1.06495
H: -2.57878 -1.67484 2.02889
H: -1.58387 3.32094 2.99048
H: -1.51876 2.17171 4.87378
H: -1.75155 -2.85461 5.21139
H: -2.73521 -3.20553 3.95349
H: -2.20482 -0.04263 5.93666
H: -3.38998 -2.30954 5.38356
C: 4.36974 1.12880 -3.91616
C: 0.45836 -0.60205 -3.59026
C: 1.57669 -1.31473 -3.18241
C: 0.59105 0.68098 -4.08549
C: 2.82906 -0.73855 -3.21057
C: 1.86605 1.24342 -4.16218
C: 2.97715 0.58211 -3.66898
O: -0.75466 -1.12561 -3.20329
H: -1.45503 -0.64103 -3.65363
H: 1.44029 -2.30038 -2.75808
H: -0.20070 1.22741 -4.58921
H: 3.68279 -1.14667 -2.68797
H: 2.06281 2.14816 -4.72825
H: 4.83031 0.55847 -4.73222
H: 5.01317 0.89691 -3.09437
H: 4.29639 2.16109 -4.23673

Atom charges from the Mulliken analysis, given in e for atoms 1 to 2: atom 1 (C): -1.322, atom 2 (C): -0.467